DFT (ωB97M-V/def2-TZVPD) results for a molecular structure, C12H23BiF3NO5P2S.

HOMO energy (alpha / beta): -11.401 / -11.416 eV
Lowest unoccupied orbital energy (alpha / beta): -7.480 / -7.740 eV
Multiplicity: 1
HOMO-LUMO gap (alpha / beta): 3.9 / 3.7 eV
Energy relative to the best compared isomer or geometry (same formula, charge and spin): 16.85 kcal/mol
Largest force on an atom: 2.5 eV Å⁻¹
DFT total energy: -2496.40471 Eh
Net charge: +2

XYZ file:
```
48
Properties=species:S:1:pos:R:3:forces:R:3:lowdin_charge:R:1
Bi 0.786644 -0.906683 1.109128 -1.8 -1.7 -0.1 1.496
P -3.015035 -0.320630 -0.051086 0.9 0.4 0.1 0.945
C -2.203056 0.475187 -1.446539 0.9 1.8 1.5 -0.239
C -0.717265 0.767991 -1.714540 0.1 -0.3 0.2 -0.284
N 0.295419 0.683562 -0.824367 -0.1 1.3 0.1 -0.024
C 1.460949 1.318790 -1.132926 0.2 -0.2 -0.1 -0.334
C 1.701554 1.879355 -2.380132 0.3 -0.1 0.3 0.002
C 0.717729 1.807126 -3.356222 -0.1 -0.2 0.1 0.001
C -0.494352 1.233492 -3.002244 -0.1 0.3 -0.4 -0.015
C 2.536650 1.421020 -0.064472 0.3 0.1 -0.2 -0.286
P 3.158784 -0.221863 0.511539 0.6 1.2 -1.1 0.716
H -1.323117 1.190244 -3.706512 0.2 0.2 0.0 0.133
H 2.678166 2.337527 -2.556292 -0.5 0.0 -0.1 0.134
H 0.885529 2.218095 -4.346263 -0.1 -0.1 0.1 0.132
H 3.425138 1.910839 -0.484015 -0.3 0.1 0.1 0.106
H 2.185808 2.007480 0.799085 0.1 -0.2 -0.2 0.091
H -2.552921 -0.027256 -2.302929 -0.7 -0.9 -1.0 0.083
H -2.733281 1.453744 -1.478625 0.5 -0.1 -0.1 0.129
H -2.403831 -5.589929 -4.360405 -0.1 -1.2 -0.5 0.023
O -2.345734 -4.744037 -3.953481 0.2 1.7 0.3 -0.064
H -2.133751 -4.133358 -4.679273 -0.1 -0.4 0.3 0.043
H -3.527204 -2.797049 -0.818717 -1.5 -1.1 -0.3 0.092
O -2.793720 -2.261550 -0.550773 0.7 -1.0 -0.2 -0.066
H -2.053168 -2.562566 -1.111456 0.5 0.1 0.1 0.104
C 3.919546 -0.941586 -0.976159 0.0 -0.4 -0.1 -0.219
H 4.538981 -0.190502 -1.489031 -0.1 -0.2 0.3 0.075
H 4.554252 -1.788885 -0.671975 -0.2 0.3 -0.2 0.069
H 3.153927 -1.305222 -1.677561 0.2 0.1 0.3 0.058
C 4.483248 0.131626 1.695118 0.0 -0.3 0.4 -0.191
H 4.977798 -0.819431 1.942669 -0.1 0.3 0.0 0.076
H 5.215368 0.808829 1.228008 -0.3 -0.2 0.0 0.085
H 4.088870 0.592344 2.612900 0.1 -0.2 -0.3 0.044
C -2.653886 -0.279437 1.686591 0.2 0.8 0.7 -0.247
H -3.409092 0.322606 2.218932 0.2 -0.1 -0.1 0.084
H -2.686763 -1.288206 2.135335 0.1 0.2 -0.4 0.084
H -1.670940 0.177824 1.875744 -0.4 -0.1 0.0 -0.013
C -4.771871 -0.217747 -0.345494 -0.6 -0.3 -0.3 -0.190
H -5.334340 -0.791318 0.406798 0.2 0.2 -0.1 0.083
H -5.085759 0.837403 -0.296546 0.1 -0.3 0.1 0.084
H -5.049749 -0.607388 -1.338328 0.2 0.2 0.3 0.078
F 0.480676 0.960124 6.005065 -0.3 0.2 -1.5 0.162
C -0.063238 1.157860 4.788205 -0.6 0.4 1.4 -0.607
F -1.072280 0.275085 4.625085 0.7 0.4 -0.2 0.125
F -0.575361 2.403274 4.721026 0.6 -1.1 -0.1 0.149
S 1.204638 0.929063 3.443965 0.4 -0.6 0.6 0.524
O 2.298155 1.826037 3.679992 -0.8 -0.5 -0.2 -0.233
O 1.512249 -0.534815 3.440691 0.0 1.6 0.5 -0.493
O 0.409650 1.202936 2.190495 0.3 -0.2 0.3 -0.506
```
Positions in Å, forces in eV/Å.